Entry 1:
{
  "formula": "C12H8EuN2O4",
  "method": "ωB97M-V/def2-TZVPD",
  "spin_multiplicity": 8,
  "energy_ha": -1582.18634,
  "charge": 2,
  "e_lumo_ha": [-0.318, -0.314],
  "s2": 15.76,
  "homo_energy_ev": [-15.445, -15.446],
  "species": ["Eu", "C", "O", "C", "O", "C", "O", "C", "O", "C", "H", "H", "C", "H", "H", "N", "C", "C", "C", "C", "N", "C", "C", "H", "H", "H", "H"],
  "positions_angstrom": [[-0.000617, 0.046982, 1.282751], [-0.004906, 2.547667, 2.058140], [-0.006164, 3.576067, 2.572633], [-0.004536, 1.976576, -0.708694], [-0.006275, 2.955021, -1.314625], [-2.549207, 0.549000, 0.225196], [-3.629958, 0.659633, -0.158076], [2.544899, 0.558610, 0.220584], [3.628179, 0.677058, -0.153230], [0.004942, -2.404396, -3.075037], [0.948668, -2.900543, -2.800205], [-0.936745, -2.904436, -2.800275], [0.002359, -1.145182, -3.573938], [-0.943617, -0.618432, -3.803664], [0.946204, -0.614540, -3.803568], [-0.000865, 0.391745, 7.678291], [0.000192, -0.108647, 6.617453], [0.001519, -0.639542, 5.273766], [-1.200140, -0.879077, 4.601721], [-1.164662, -1.483609, 3.350230], [0.004289, -1.868598, 2.750024], [1.171380, -1.478564, 3.350290], [1.204256, -0.874027, 4.601797], [-2.139967, -0.535258, 5.028795], [-2.062446, -1.526017, 2.725029], [2.069653, -1.517069, 2.725345], [2.142465, -0.526019, 5.029165]],
  "atomic_forces_ev_per_a": [[0.0, -0.2, -1.3], [0.0, 4.6, 2.7], [0.0, -3.8, -2.1], [0.0, 3.8, -2.7], [0.0, -3.6, 2.1], [-4.6, 0.3, -1.4], [4.3, -0.4, 1.4], [4.6, 0.3, -1.4], [-4.3, -0.4, 1.4], [0.0, 1.3, 0.5], [-0.5, 0.1, -0.4], [0.5, 0.1, -0.4], [0.0, -0.6, 0.4], [0.7, -0.4, 0.1], [-0.7, -0.4, 0.1], [0.0, -1.3, -2.6], [0.0, 1.4, 2.1], [0.0, -0.2, 0.3], [-0.3, 0.0, -0.1], [1.0, -0.1, -0.1], [0.0, 1.0, 0.9], [-1.0, -0.1, -0.1], [0.3, 0.1, -0.1], [0.1, -0.3, 0.0], [0.1, -0.6, 0.4], [-0.1, -0.6, 0.4], [-0.1, -0.3, 0.0]],
  "lowdin_spin": [7.02, 0.00, 0.00, 0.00, 0.00, 0.00, 0.00, 0.00, 0.00, 0.00, 0.00, 0.00, 0.00, 0.00, 0.00, 0.00, 0.00, 0.00, 0.00, 0.00, -0.01, 0.00, 0.00, 0.00, 0.00, 0.00, 0.00]
}

=====

Entry 2:
{
  "formula": "C3H12NO",
  "method": "ωB97M-V/def2-TZVPD",
  "energy_ha": -251.23288,
  "relative_energy_kcal_mol": 23.5,
  "charge": 1,
  "e_lumo_ha": -0.114,
  "homo_energy_ev": -15.012,
  "species": ["C", "O", "H", "H", "H", "H", "C", "N", "C", "H", "H", "H", "H", "H", "H", "H", "H"],
  "positions_angstrom": [[1.620424, -1.913547, 0.746743], [0.262046, -1.731143, 0.284600], [1.670071, -2.707070, 1.493375], [1.959176, -0.969315, 1.156813], [2.262370, -2.208789, -0.081147], [-0.035183, -2.622381, 0.030990], [-0.891316, 1.643788, 0.786311], [-0.111709, 0.922434, -0.273361], [-0.958995, 0.689301, -1.492335], [-0.463058, 1.432911, 1.757112], [-1.910153, 1.281204, 0.797322], [-0.825239, 2.701999, 0.603680], [0.624111, 1.572731, -0.546555], [0.275617, -0.003198, -0.004652], [-1.386857, 1.646362, -1.782369], [-0.355043, 0.266182, -2.286164], [-1.736261, -0.001470, -1.190362]],
  "atomic_forces_ev_per_a": [[-0.1, -0.4, -0.2], [0.4, -0.7, 0.1], [0.0, 0.3, 0.2], [0.1, 0.0, 0.2], [0.1, 0.1, -0.1], [-0.2, 0.6, 0.0], [0.3, -0.8, 0.5], [-0.3, 0.8, -0.7], [0.0, 0.1, 0.4], [0.2, 0.0, 0.1], [-0.2, 0.1, -0.2], [-0.2, 0.3, -0.2], [0.3, -0.4, 0.1], [-0.4, 0.2, 0.2], [0.0, -0.1, -0.1], [0.1, 0.0, 0.0], [-0.1, -0.1, -0.1]],
  "mulliken_charge": [-0.61, -0.62, 0.29, 0.28, 0.27, 0.32, -0.80, -0.01, -0.93, 0.33, 0.34, 0.37, 0.39, 0.28, 0.41, 0.34, 0.36]
}

=====

Entry 3:
{
  "formula": "C3H12N2O2",
  "method": "ωB97M-V/def2-TZVPD",
  "energy_ha": -381.45400,
  "relative_energy_kcal_mol": 38.2,
  "e_lumo_ha": 0.029,
  "homo_energy_ev": -9.665,
  "species": ["C", "N", "C", "O", "C", "N", "H", "H", "H", "H", "H", "H", "H", "H", "H", "H", "H", "H", "O"],
  "positions_angstrom": [[0.373265, 0.964733, -0.271631], [-0.204108, -0.387616, -0.192811], [-1.568380, -0.446270, -0.697991], [-2.146607, -1.740253, -0.632755], [1.830204, 0.859474, -0.060956], [2.701433, 0.153332, -1.003802], [-0.087006, 1.474243, 0.619380], [0.175876, 1.574954, -1.137329], [0.291414, -1.085546, -0.722773], [-2.226083, 0.194748, -0.097123], [-1.595840, -0.118090, -1.726685], [-1.944285, -2.179316, 0.242380], [2.183967, 1.836953, 0.115023], [1.920985, 0.170173, 0.800231], [2.491496, -0.830472, -0.867702], [2.502650, 0.520448, -1.913668], [-0.981974, -0.236891, 1.938305], [-2.204037, -0.051024, 2.966247], [-1.512969, -0.673579, 2.643658]],
  "atomic_forces_ev_per_a": [[-1.2, -0.9, 1.2], [-1.1, 0.1, -0.3], [-0.7, -0.3, 1.0], [0.9, -0.7, 0.7], [1.0, -1.9, 1.4], [-0.8, 0.6, 0.5], [0.6, 0.1, -0.8], [-0.6, 0.0, -0.8], [0.6, 0.0, -0.3], [0.4, 0.4, -0.1], [-0.3, -0.1, -0.5], [-0.3, 1.1, -1.2], [0.9, 1.1, 0.5], [0.1, 1.1, 0.4], [0.2, 0.1, -0.9], [0.1, -0.6, -0.9], [-0.6, -0.4, 0.6], [0.9, -0.5, -0.6], [-0.3, 0.7, -0.1]],
  "mulliken_charge": [-0.23, -0.40, -0.46, -0.57, -1.09, -0.54, 0.24, 0.40, 0.21, 0.32, 0.41, 0.34, 0.41, 0.46, 0.28, 0.23, 0.34, 0.32, -0.68]
}